[1]
The following is a DFT calculation (wB97M-V/def2-TZVPD) of a 2-piece molecular cluster, C3H7NOS overall in a non-equilibrium geometry.

```
13
Properties=species:S:1:pos:R:3:mulliken_charge:R:1
S 1.810 -1.439 -0.424 -0.420
O -1.779 0.492 -0.380 -0.378
N -1.223 -0.443 0.582 -0.263
C -1.402 -1.799 0.018 -0.360
C 1.417 1.334 -0.347 -0.707
C 1.287 -0.063 -0.147 0.433
H -0.350 -2.187 -0.196 0.022
H -1.899 1.189 0.263 0.358
H -1.890 -2.312 0.952 0.219
H 2.361 1.571 -0.878 0.317
H -1.992 -1.968 -0.870 0.294
H 0.453 1.603 -0.825 0.215
H 1.567 1.801 0.549 0.272
```

## Properties
HOMO level (spin up / spin down) in eV: -6.8 / -8.5
Gap between HOMO and LUMO (spin up / spin down) in hartree: 0.2554 / 0.3244
Energy above the lowest of the compared OMol25 structures with the same formula, charge and spin in kcal per mole: 147.16
E_tot in Eh: -646.47747
Strongest force on any atom in eV/Å: 3.23


[2]
The following is a DFT calculation (wB97M-V/def2-TZVPD) of a 3-piece molecular cluster, C22H44ClI3N3 overall in a non-equilibrium geometry.

```
73
Properties=species:S:1:pos:R:3:mulliken_charge:R:1
I -4.381 -2.393 -4.028 0.169
I -2.329 -3.675 0.516 0.058
I -3.203 -5.993 -3.406 0.167
Cl -0.984 -1.832 -5.053 -0.089
N -1.148 3.352 3.186 0.236
N 0.626 -2.477 -1.514 0.104
N 3.512 0.826 -0.879 0.393
C -1.410 2.071 3.825 -0.476
C 3.243 0.979 0.546 -0.619
C -3.865 -2.806 -1.981 0.291
C -2.202 3.862 2.316 -0.753
C -1.390 4.814 5.273 -0.988
C -0.166 -5.778 -3.268 -0.618
C -1.370 -4.769 -3.559 -0.832
C 1.792 1.310 0.864 -0.900
C -0.998 -2.056 -3.255 -0.085
C 6.058 1.061 -0.759 -1.060
C 3.128 1.950 -1.729 -0.700
C -0.412 -6.725 -1.989 -0.959
C -1.385 -3.492 -2.627 2.370
C -3.586 4.082 2.926 -1.012
C -2.605 -3.263 -1.621 -1.156
C -1.764 0.958 2.848 -1.165
C -0.553 4.335 4.087 -0.656
C 0.226 -1.407 -2.459 -0.686
C -0.164 -3.522 -1.575 -1.567
C -4.982 -2.591 -0.872 -1.219
C 3.747 3.315 -1.428 -1.187
C 4.826 0.252 -1.160 -0.654
H -4.330 4.168 2.129 0.375
H -5.161 -3.614 -0.416 0.377
H -0.232 5.206 3.507 0.371
H 0.376 3.906 4.482 0.370
H -0.954 -7.669 -2.244 0.404
H -2.309 3.172 1.471 0.341
H 0.567 -6.905 -1.444 0.290
H 0.850 -5.293 -3.262 0.345
H 2.038 2.055 -1.684 0.262
H 6.235 1.892 -1.442 0.235
H -1.861 3.990 5.813 0.275
H -0.159 -6.493 -4.150 0.427
H 1.451 -2.310 -0.932 0.282
H 0.166 -4.344 -0.891 0.576
H -2.716 1.147 2.346 0.304
H 1.502 2.292 0.486 0.287
H 4.893 0.012 -2.226 0.362
H -0.506 1.755 4.356 0.452
H 1.645 1.324 1.946 0.408
H -3.896 3.259 3.573 0.250
H 3.475 0.033 1.047 0.436
H -0.752 5.345 5.983 0.404
H 3.165 4.099 -1.919 0.399
H 1.086 -1.236 -3.170 0.335
H 3.887 1.741 1.006 0.265
H 6.946 0.425 -0.800 0.406
H -3.631 5.008 3.500 0.272
H -5.952 -2.263 -1.324 0.346
H -1.309 -4.529 -4.664 0.552
H -1.866 4.796 1.855 0.424
H 5.989 1.454 0.257 0.278
H -0.987 0.830 2.090 0.053
H 0.012 -0.382 -2.026 0.325
H 3.329 1.695 -2.774 0.493
H 1.114 0.560 0.443 -0.030
H 3.762 3.543 -0.360 0.252
H -1.835 -1.359 -2.942 0.236
H 4.882 -0.719 -0.652 0.380
H 4.764 3.390 -1.812 0.289
H -1.060 -6.132 -1.267 0.238
H -2.166 5.514 4.962 0.221
H -1.863 0.013 3.389 0.439
H -2.205 2.145 4.580 0.290
H -4.645 -1.911 -0.044 0.299
```

## Properties
HOMO level in eV: -9.9
Gap between HOMO and LUMO in hartree: 0.2110
E_tot in Eh: -2381.81950
Total charge: +1
Strongest force on any atom in eV/Å: 2.92


[3]
The following is a DFT calculation (wB97M-V/def2-TZVPD) of C38H33BrIN8ORe as an isolated structure.

```
83
Properties=species:S:1:pos:R:3:mulliken_spin:R:1
Re -0.445 0.198 0.117 2.222
I -6.365 0.452 -1.713 0.001
Br 2.364 1.963 1.750 0.010
O 5.791 -1.455 0.224 0.003
N 0.332 0.460 -2.129 0.066
N -0.901 2.306 -0.474 0.098
N -0.935 -1.636 -0.836 0.150
N 1.837 -0.218 0.117 0.059
N -3.356 0.043 1.195 0.008
N -2.553 0.289 0.144 -0.017
N -1.458 -2.734 -2.682 0.017
N -1.141 3.820 -2.078 0.010
C 0.588 -4.846 3.580 -0.031
C -2.716 3.339 1.050 0.009
C -0.577 2.669 -1.712 0.035
C -1.799 -2.698 -0.487 0.042
C -3.370 0.445 -0.906 -0.010
C -1.861 3.271 -0.051 0.008
C -2.098 -3.410 -1.646 0.004
C -1.866 0.578 4.166 0.030
C -3.203 -4.164 0.726 -0.003
C -2.925 -4.527 -1.659 0.004
C 3.560 -1.757 -0.635 -0.009
C -0.140 -1.286 2.885 0.106
C -3.465 -4.895 -0.446 0.001
C 4.525 -1.104 0.144 0.005
C 0.884 -3.103 1.435 0.081
C 0.328 -2.624 2.628 0.066
C 0.198 1.830 -2.669 -0.001
C -0.531 -0.160 2.154 -0.187
C -1.886 2.855 4.937 0.004
C -1.121 3.220 3.842 0.000
C -0.123 -0.648 -2.995 -0.015
C -2.803 5.347 -0.961 0.003
C -2.378 -3.060 0.726 -0.014
C -2.283 1.530 5.078 0.006
C 2.804 0.406 0.829 -0.009
C -4.698 0.306 -0.523 0.012
C -0.730 2.265 2.915 0.012
C 1.284 -4.416 1.312 -0.028
C -3.569 4.420 1.137 -0.003
C -3.600 5.425 0.159 0.002
C -0.816 -1.686 -2.166 0.065
C 4.120 0.004 0.883 -0.003
C -1.962 4.246 -1.042 0.001
C 1.124 -5.296 2.380 0.079
C 0.217 -3.522 3.710 0.072
C -4.642 0.056 0.840 0.023
C -1.050 0.914 3.067 -0.025
C 2.275 -1.293 -0.600 -0.017
H 1.010 -2.422 0.614 0.034
H 0.721 -1.095 -3.533 -0.001
H 0.483 -5.523 4.415 0.001
H -2.911 1.237 5.907 0.000
H -0.174 -3.166 4.654 0.001
H 6.016 -2.219 -0.331 0.000
H -2.843 6.092 -1.742 0.000
H 3.805 -2.623 -1.233 0.000
H -1.492 -2.983 -3.660 0.000
H -4.277 6.258 0.274 0.000
H -0.320 1.821 -3.632 -0.001
H -0.836 4.253 3.701 0.000
H 1.522 -1.840 -1.142 0.011
H -1.006 4.292 -2.960 0.000
H 1.729 -4.768 0.392 0.001
H -3.142 -5.069 -2.566 0.000
H -0.231 -1.132 3.956 0.004
H 1.323 0.333 -1.963 0.003
H -2.953 -0.060 2.121 -0.002
H -4.117 -5.754 -0.397 0.000
H -2.185 -2.509 1.629 0.014
H -0.815 -0.276 -3.756 -0.003
H 1.432 -6.328 2.281 0.002
H -0.152 2.586 2.065 -0.007
H -2.180 3.592 5.670 0.000
H -4.235 4.492 1.983 0.000
H 1.188 2.259 -2.849 -0.001
H -2.211 -0.441 4.297 0.004
H -2.734 2.581 1.813 0.004
H 4.837 0.548 1.477 0.001
H -3.664 -4.480 1.651 0.000
H -2.979 0.672 -1.884 -0.002
H -5.428 -0.096 1.559 -0.001
```

## Properties
2S+1: 4
HOMO level (spin up / spin down) in eV: -15.4 / -15.6
Gap between HOMO and LUMO (spin up / spin down) in hartree: 0.2707 / 0.2119
Energy above the lowest of the compared OMol25 structures with the same formula, charge and spin in kcal per mole: 33.01
⟨S²⟩: 3.8106
E_tot in Eh: -4930.26837
Total charge: +3
Strongest force on any atom in eV/Å: 0.60


[4]
The following is a DFT calculation (wB97M-V/def2-TZVPD) of a 10-piece molecular cluster, BF4H18O9 overall in a non-equilibrium geometry.

```
32
Properties=species:S:1:pos:R:3:mulliken_charge:R:1
F -0.274 -0.366 0.085 -0.304
F 1.830 0.293 -0.071 -0.359
F 0.358 1.456 1.181 -0.503
F 1.000 -0.504 2.015 -0.431
O -0.726 -2.208 2.720 -0.597
O -1.117 2.828 -0.653 -0.710
O -2.676 -1.590 0.790 -0.699
O 1.841 2.995 -1.642 -0.650
O -1.971 1.178 2.590 -0.613
O 2.974 -0.230 -2.410 -0.692
O -0.075 -0.244 -2.734 -0.724
O -2.539 0.596 -1.808 -0.625
O 2.048 -2.602 0.412 -0.584
B 0.788 0.176 0.825 0.586
H -3.200 0.015 -2.232 0.327
H 1.821 -2.010 1.094 0.311
H 2.446 -0.078 -1.672 0.470
H -0.998 -2.111 3.618 0.295
H -1.673 2.236 -1.090 0.390
H -2.249 -1.747 -0.059 0.312
H 0.209 -0.222 -1.852 0.187
H 0.925 2.984 -1.548 0.404
H -1.796 0.051 -1.919 0.258
H 0.708 -0.614 -3.138 0.370
H -1.057 1.253 2.391 0.310
H 3.483 -1.018 -2.200 0.329
H -0.085 -1.541 2.635 0.358
H -0.604 2.379 0.037 0.376
H -2.047 -1.082 1.257 0.349
H 2.164 2.534 -0.848 0.288
H 2.398 -3.393 0.864 0.271
H -1.915 0.572 3.358 0.298
```

## Properties
HOMO level in eV: -7.3
Gap between HOMO and LUMO in hartree: 0.3675
Energy above the lowest of the compared OMol25 structures with the same formula, charge and spin in kcal per mole: 21.75
E_tot in Eh: -1112.60285
Total charge: -1
Strongest force on any atom in eV/Å: 3.13


[5]
The following is a DFT calculation (wB97M-V/def2-TZVPD) of a 2-piece molecular cluster, C6H8FNO overall in a non-equilibrium geometry.

```
17
Properties=species:S:1:pos:R:3:mulliken_charge:R:1
F 0.261 -1.180 -1.719 -0.709
O 1.694 -0.390 0.524 -0.232
N 0.081 1.104 -0.190 -0.525
C 2.685 0.330 -0.248 -0.682
C 0.512 -0.157 0.229 0.779
C -1.875 -0.728 0.402 -0.401
C -2.231 0.437 -0.171 -0.460
C -1.144 1.362 -0.377 -0.157
C -0.522 -1.010 0.904 -0.313
H 3.593 0.172 0.450 0.233
H -3.105 0.790 -0.500 0.520
H -1.342 2.450 -0.562 0.386
H -0.627 -0.915 1.974 0.382
H -2.782 -1.395 0.454 0.295
H 2.390 1.404 -0.425 0.317
H -0.262 -2.147 0.551 0.274
H 2.673 -0.127 -1.297 0.291
```

## Properties
HOMO level (spin up / spin down) in eV: -9.5 / -9.5
Gap between HOMO and LUMO (spin up / spin down) in hartree: 0.3230 / 0.3231
Energy above the lowest of the compared OMol25 structures with the same formula, charge and spin in kcal per mole: 60.23
E_tot in Eh: -463.15373
Strongest force on any atom in eV/Å: 5.09


[6]
The following is a DFT calculation (wB97M-V/def2-TZVPD) of an isolated ion of composition C2H7INO and charge +1 in a non-equilibrium geometry.

```
12
Properties=species:S:1:pos:R:3:mulliken_charge:R:1
I -2.497 0.118 -0.087 0.253
O -0.097 -1.454 0.706 -0.434
N 0.209 -0.496 -1.340 -0.319
C -0.354 -0.137 0.065 -0.015
C 0.408 0.957 0.757 -0.921
H -0.113 -1.124 1.605 0.351
H 0.006 1.952 0.581 0.355
H -0.177 -1.476 -1.550 0.410
H -0.299 0.090 -2.034 0.388
H 1.537 1.188 0.568 0.332
H 0.247 0.721 1.894 0.292
H 1.130 -0.339 -1.167 0.308
```

## Properties
HOMO level in eV: -14.3
Gap between HOMO and LUMO in hartree: 0.3701
Energy above the lowest of the compared OMol25 structures with the same formula, charge and spin in kcal per mole: 28.07
SMILES: C[C@@]([NH3+])(O)I
E_tot in Eh: -507.78863
Total charge: +1
Strongest force on any atom in eV/Å: 6.53


[7]
The following is a DFT calculation (wB97M-V/def2-TZVPD) of a 2-piece molecular cluster, CH2N2O2S overall in a non-equilibrium geometry.

```
8
Properties=species:S:1:pos:R:3:mulliken_spin:R:1
S -3.580 -1.572 0.006 0.225
O 0.170 -0.075 0.312 0.008
O -1.646 2.944 0.192 0.786
N -1.772 1.873 -0.339 0.888
N -2.610 1.000 0.151 -0.045
C -2.978 -0.143 0.002 0.140
H 0.905 0.537 0.315 -0.001
H 0.375 -0.745 -0.342 -0.001
```

## Properties
2S+1: 3
HOMO level (spin up / spin down) in eV: -7.9 / -10.0
Gap between HOMO and LUMO (spin up / spin down) in hartree: 0.3014 / 0.2917
Energy above the lowest of the compared OMol25 structures with the same formula, charge and spin in kcal per mole: 27.67
⟨S²⟩: 2.0266
E_tot in Eh: -697.31148
Strongest force on any atom in eV/Å: 2.01


[8]
The following is a DFT calculation (wB97M-V/def2-TZVPD) of the molecule C18H24N4O3S in a non-equilibrium geometry.

```
50
Properties=species:S:1:pos:R:3:mulliken_charge:R:1
S -1.357 1.248 -1.175 1.559
O -2.684 1.650 -1.536 -0.810
O 1.362 2.371 -3.815 -0.208
O -0.892 1.658 0.130 -0.765
N -1.280 -0.435 -1.314 0.354
N -1.044 -2.443 0.765 0.306
N 0.440 1.720 -4.581 -0.808
N 2.404 3.790 0.594 0.122
C -0.240 1.707 -2.446 0.300
C -0.793 -3.206 1.883 0.923
C -0.111 -2.369 -0.335 -1.294
C 1.991 3.961 1.962 -0.969
C -1.170 -3.715 4.217 -0.696
C 1.607 3.184 -0.295 0.338
C 0.061 -4.314 1.820 -0.488
C -2.417 -1.105 -0.710 -1.357
C 0.004 -0.935 -0.848 -0.757
C 1.851 3.043 -1.624 -0.991
C -1.408 -2.925 3.109 -0.432
C 0.976 2.380 -2.522 0.430
C -1.695 0.572 -4.271 -1.162
C -2.127 -1.482 0.739 -0.724
C 3.643 4.410 0.193 -1.111
C 0.298 -5.090 2.937 -0.629
C -0.314 -4.800 4.145 -0.501
C -0.514 1.323 -3.788 0.134
H 1.049 3.443 2.127 0.291
H -0.420 -3.025 -1.162 0.192
H 0.697 2.766 0.110 0.374
H 3.462 5.273 -0.454 0.336
H 4.267 3.697 -0.348 0.349
H -2.652 -1.999 -1.295 0.289
H 2.743 3.549 2.640 0.346
H -0.129 -5.412 5.015 0.376
H 0.878 -2.686 0.004 0.688
H 0.962 -5.939 2.859 0.360
H -1.880 -0.565 1.296 0.355
H 0.711 -0.893 -1.682 0.481
H -2.064 -2.075 3.205 0.361
H 4.182 4.743 1.078 0.375
H -3.258 -0.413 -0.771 0.503
H -2.598 1.025 -3.867 0.325
H -3.018 -1.936 1.183 0.720
H 0.529 -4.587 0.887 0.365
H -1.714 0.582 -5.357 0.418
H 1.855 5.020 2.197 0.352
H -1.656 -3.472 5.151 0.361
H 2.731 3.451 -2.094 0.402
H -1.648 -0.454 -3.912 0.177
H 0.380 -0.290 -0.042 0.445
```

## Properties
HOMO level in eV: -7.7
Gap between HOMO and LUMO in hartree: 0.3030
Energy above the lowest of the compared OMol25 structures with the same formula, charge and spin in kcal per mole: 97.60
SMILES: Cc1noc(/C=C/N(C)C)c1S(=O)(=O)N1CCN(c2ccccc2)CC1
E_tot in Eh: -1543.14955
Strongest force on any atom in eV/Å: 1.37